Entry from the Open Molecules 2025 dataset: the ion C17H28NO3 with charge +1 (the ωB97M-V functional and the def2-TZVPD basis).

Each atom is followed by the atoms it is bonded to, with distances in Å.
Cartesian coordinates (Å):
1 C -6.061 -1.612 -1.681  H2 1.088, H3 1.088, C4 1.524, H49 1.087
2 H -5.167 -1.287 -2.210  C1 1.088
3 H -6.915 -1.076 -2.089  C1 1.088
4 C -5.944 -1.365 -0.181  C1 1.524, C5 1.530, H47 1.091, H48 1.091
5 C -5.825 0.117 0.176  C4 1.530, C6 1.525, H45 1.091, H46 1.091
6 C -4.463 0.709 -0.174  C5 1.525, H7 1.097, H8 1.098, O9 1.420
7 H -4.215 0.516 -1.225  C6 1.097
8 H -4.474 1.794 -0.006  C6 1.098
9 O -3.496 0.104 0.672  C6 1.420, C10 1.342
10 C -2.218 0.509 0.617  O9 1.342, C11 1.392, C15 1.402
11 C -1.706 1.451 -0.271  C10 1.392, C12 1.387, H44 1.077
12 C -0.363 1.799 -0.240  C11 1.387, C13 1.381, H43 1.079
13 C 0.480 1.218 0.687  C12 1.381, C14 1.393, O18 1.401
14 C -0.018 0.269 1.578  C13 1.393, C15 1.374, H17 1.079
15 C -1.346 -0.082 1.542  C10 1.402, C14 1.374, H16 1.077
16 H -1.746 -0.806 2.233  C15 1.077
17 H 0.643 -0.162 2.314  C14 1.079
18 O 1.851 1.480 0.810  C13 1.401, C19 1.419
19 C 2.439 2.531 0.060  O18 1.419, C20 1.535, H41 1.094, H42 1.092
20 C 2.899 2.061 -1.327  C19 1.535, C21 1.528, H39 1.091, H40 1.089
21 C 3.961 0.968 -1.217  C20 1.528, N22 1.486, H37 1.092, H38 1.092
22 N 3.432 -0.203 -0.470  C21 1.486, C23 1.480, C30 1.478, H36 1.061
23 C 2.613 -1.107 -1.308  N22 1.480, H24 1.090, H25 1.093, C26 1.533
24 H 1.816 -0.544 -1.792  C23 1.090
25 H 3.258 -1.555 -2.068  C23 1.093
26 C 2.011 -2.206 -0.425  C23 1.533, O27 1.403, H34 1.091, H35 1.102
27 O 3.021 -2.926 0.232  C26 1.403, C28 1.403
28 C 3.800 -2.092 1.048  O27 1.403, H29 1.091, C30 1.533, H33 1.101
29 H 4.553 -2.729 1.513  C28 1.091
30 C 4.475 -0.991 0.221  N22 1.478, C28 1.533, H31 1.090, H32 1.093
31 H 5.057 -0.339 0.873  C30 1.090
32 H 5.133 -1.439 -0.528  C30 1.093
33 H 3.181 -1.634 1.835  C28 1.101
34 H 1.470 -2.926 -1.039  C26 1.091
35 H 1.313 -1.759 0.300  C26 1.102
36 H 2.792 0.227 0.259  N22 1.061
37 H 4.821 1.358 -0.669  C21 1.092
38 H 4.299 0.646 -2.204  C21 1.092
39 H 2.042 1.705 -1.902  C20 1.091
40 H 3.325 2.909 -1.860  C20 1.089
41 H 3.301 2.855 0.650  C19 1.094
42 H 1.752 3.376 -0.025  C19 1.092
43 H -0.013 2.539 -0.942  C12 1.079
44 H -2.341 1.931 -0.997  C11 1.077
45 H -5.978 0.243 1.248  C5 1.091
46 H -6.593 0.687 -0.349  C5 1.091
47 H -5.077 -1.895 0.217  C4 1.091
48 H -6.832 -1.766 0.309  C4 1.091
49 H -6.198 -2.672 -1.876  C1 1.087

Computed properties:
E_LUMO: -0.0809 hartree
multiplicity: 1
relative energy (zero: lowest compared OMol25 entry of this formula, charge and spin): 1.058 eV
E: -25709.344 eV
SMILES string: CCCCOc1ccc(OCCC[NH+]2CCOCC2)cc1
net charge: +1
max |F|: 0.90 eV/Å
Kohn-Sham gap: 8.85 eV
M: 294.415 g mol⁻¹